{
  "formula": "C16H42F2N8O8P3S2",
  "method": "ωB97M-V/def2-TZVPD",
  "energy_ev": -100542.52896,
  "gap_ev": 6.4,
  "charge": -1,
  "elements": ["C", "P", "C", "S", "O", "O", "N", "S", "O", "O", "N", "C", "O", "F", "C", "O", "F", "H", "H", "H", "H", "H", "H", "O", "P", "N", "C", "C", "N", "C", "C", "N", "C", "C", "H", "H", "H", "H", "H", "H", "H", "H", "H", "H", "H", "H", "H", "H", "H", "H", "H", "H", "O", "P", "N", "C", "C", "N", "C", "C", "N", "C", "C", "H", "H", "H", "H", "H", "H", "H", "H", "H", "H", "H", "H", "H", "H", "H", "H", "H", "H"],
  "xyz": [[-0.9243, 0.3679, 1.8019], [0.4434, -0.5210, 0.9225], [2.0250, 0.3337, 1.3060], [-0.0904, -0.4258, -1.1611], [-0.9448, -1.5745, -1.3661], [-0.9027, 0.7551, -1.4347], [1.1822, -0.6129, -2.1965], [2.2311, 0.6084, -2.1768], [2.5590, 0.9143, -3.5461], [3.4520, 0.3330, -1.4693], [1.5343, 2.0899, -1.5226], [2.6683, 2.9347, -1.1655], [2.8248, 3.3991, -0.0853], [3.5677, 3.1913, -2.1047], [0.8703, 2.8406, -2.5381], [1.0067, 4.0253, -2.6271], [0.1111, 2.2151, -3.3962], [-0.7378, 0.4095, 2.8720], [-0.9532, 1.3686, 1.3546], [-1.8792, -0.0886, 1.5521], [2.1053, 0.3092, 2.3999], [2.8907, -0.1955, 0.9226], [2.0320, 1.3924, 1.0437], [0.6912, 0.7848, 6.2685], [-0.3273, 1.6288, 7.0123], [0.6070, 3.0779, 6.9932], [0.6327, 4.0975, 8.0150], [0.6834, 3.6988, 5.6742], [-0.1927, 0.7721, 8.5299], [0.9538, 1.0155, 9.3928], [-0.3731, -0.6704, 8.3658], [-1.7729, 2.5149, 7.6005], [-2.2102, 2.5047, 8.9848], [-2.9408, 2.2531, 6.7324], [-0.2630, 4.7375, 8.0046], [1.5009, 4.7428, 7.8633], [0.7463, 3.6844, 9.0148], [-0.2374, 4.2533, 5.4357], [0.8329, 2.9457, 4.8993], [1.5297, 4.3848, 5.6141], [1.9041, 1.0307, 8.8456], [1.0191, 0.2480, 10.1663], [0.8447, 1.9545, 9.9393], [0.5303, -1.1634, 7.9935], [-1.1841, -0.8798, 7.6630], [-0.6532, -1.1183, 9.3229], [-2.5532, 1.5231, 9.3231], [-3.0430, 3.2073, 9.0906], [-1.4305, 2.8568, 9.6566], [-3.3201, 1.2320, 6.8574], [-2.6642, 2.3836, 5.6810], [-3.7505, 2.9551, 6.9389], [-0.6115, -4.9463, -6.2449], [-0.5502, -3.4967, -6.6859], [-1.9028, -3.5222, -7.7564], [-2.0547, -2.7449, -8.9625], [-3.1828, -3.6213, -7.0673], [0.9694, -3.6414, -7.5456], [0.9892, -4.2233, -8.8766], [2.0043, -4.2720, -6.7286], [-0.4286, -1.7193, -6.7111], [0.5551, -0.9928, -7.4937], [-0.4414, -1.1663, -5.3327], [-2.2959, -1.6894, -8.7641], [-2.8661, -3.1617, -9.5655], [-1.1712, -2.7803, -9.5957], [-3.4924, -2.6512, -6.6494], [-3.1251, -4.3379, -6.2468], [-3.9639, -3.9765, -7.7435], [0.3885, -5.1396, -8.9517], [2.0122, -4.4627, -9.1746], [0.6402, -3.5088, -9.6257], [1.9045, -5.3627, -6.6983], [1.9627, -3.9014, -5.7016], [2.9916, -4.0163, -7.1227], [1.5812, -1.1525, -7.1547], [0.3379, 0.0763, -7.4131], [0.4899, -1.2374, -8.5532], [0.4910, -1.3822, -4.8049], [-1.2618, -1.6072, -4.7560], [-0.6009, -0.0878, -5.3378]],
  "lowdin_charge": [-0.309, 0.801, -0.323, 0.308, -0.410, -0.404, -0.303, 0.510, -0.308, -0.292, 0.012, -0.541, 0.183, 0.155, -0.552, 0.168, 0.162, 0.021, 0.031, 0.033, 0.034, 0.026, 0.011, -0.285, 0.760, -0.328, -0.145, -0.135, -0.348, -0.134, -0.150, -0.304, -0.143, -0.143, 0.080, 0.084, 0.047, 0.080, 0.069, 0.081, 0.090, 0.079, 0.052, 0.080, 0.074, 0.078, 0.082, 0.087, 0.066, 0.077, 0.076, 0.076, -0.298, 0.758, -0.326, -0.148, -0.146, -0.347, -0.144, -0.150, -0.299, -0.137, -0.122, 0.081, 0.080, 0.047, 0.081, 0.070, 0.075, 0.086, 0.076, 0.050, 0.076, 0.078, 0.078, 0.085, 0.089, 0.064, 0.070, 0.081, 0.080]
}